No. 1
An isolated ion of composition C4H10NO and charge -1, computed with ωB97M-V with the def2-TZVPD basis set.

Results
LUMO level	3.8	eV
HOMO energy	-2.305	eV
frontier orbital gap	0.225	hartree
energy	-7846.2782	eV
M	88.13	g/mol
relative energy (zero: lowest compared OMol25 entry of this formula, charge and spin)	121.4	kJ/mol

The geometry in ORCA input format:
```
! RIJCOSX wB97M-V def2-TZVPD def2/J DEFGRID3
* xyz -1 1
C 0.32978 0.06665 -2.27423
C -0.35861 -0.66342 -1.01811
C 0.49622 -0.31945 0.24708
N -0.39545 -0.53086 1.34941
C -0.57621 0.75724 2.25671
O -1.18670 0.71222 3.42698
H 0.53408 1.14999 -2.08492
H 1.31842 -0.25708 -2.55066
H -0.19571 -0.02925 -3.15843
H -1.33229 -0.16668 -1.08368
H -0.37228 -1.70569 -1.24594
H 0.81576 0.76024 0.23806
H 1.44434 -0.87576 0.26576
H -0.14747 -1.37529 1.80896
H 0.57100 1.02244 2.37802
H -0.94487 1.45468 1.44502
*
```

No. 2
A 2-piece molecular cluster, C2H8N overall, computed with ωB97M-V with the def2-TZVPD basis set.

Results
LUMO level	-4.5	eV
HOMO energy	-14.282	eV
frontier orbital gap	0.360	hartree
energy	-3683.0475	eV
M	46.09	g/mol
relative energy (zero: lowest compared OMol25 entry of this formula, charge and spin)	397.3	kJ/mol

The geometry in ORCA input format:
```
! RIJCOSX wB97M-V def2-TZVPD def2/J DEFGRID3
* xyz 1 1
C -1.76636 0.11516 0.04356
C 0.48569 -0.72023 -0.09268
N 1.38871 0.35741 0.14115
H -2.05965 -0.12551 -0.86696
H -2.30567 -0.43502 0.81832
H -1.83344 1.25627 0.06697
H 0.28091 -0.74956 -1.16762
H 0.61926 -1.59561 0.49521
H 1.46428 1.10708 -0.56149
H 2.35432 -0.09418 0.00564
H 1.37192 0.88421 1.11790
*
```

No. 3
An isolated molecule of C5H8O2, computed with ωB97M-V with the def2-TZVPD basis set.

Results
LUMO level	1.0	eV
HOMO energy	-10.111	eV
frontier orbital gap	0.407	hartree
energy	-9407.8047	eV
M	100.12	g/mol
relative energy (zero: lowest compared OMol25 entry of this formula, charge and spin)	195.6	kJ/mol

The geometry in ORCA input format:
```
! RIJCOSX wB97M-V def2-TZVPD def2/J DEFGRID3
* xyz 0 1
C -0.38788 1.56296 -0.20321
C -0.10223 0.17026 0.26431
O 1.23733 0.02232 0.63544
C 2.18798 -0.41529 -0.35319
O 2.28821 -0.21314 -1.54410
C -0.73413 -1.01147 -0.41158
C -1.14943 -0.62798 0.98852
H 0.26610 1.81048 -1.04623
H -0.20220 2.28162 0.60200
H -1.42579 1.65036 -0.52522
H 2.56319 -1.04074 0.43595
H -1.40575 -0.81152 -1.23967
H -0.15860 -1.93031 -0.51988
H -2.12712 -0.16686 1.12688
H -0.84320 -1.28309 1.79834
*
```

No. 4
An isolated molecule of CHFN4O2S, computed with ωB97M-V with the def2-TZVPD basis set.

Results
LUMO level	-0.3	eV
HOMO energy	-11.784	eV
frontier orbital gap	0.424	hartree
energy	-24657.8505	eV
M	152.11	g/mol

The geometry in ORCA input format:
```
! RIJCOSX wB97M-V def2-TZVPD def2/J DEFGRID3
* xyz 0 1
O 1.46000 -0.99073 2.10451
S 0.28499 -1.03841 1.36064
O -0.25473 -2.05540 0.61260
F -1.00716 -0.79510 2.14410
N 0.14426 0.35085 0.28538
N -0.94537 0.28368 -0.51706
C -0.55472 0.96271 -1.58718
N 0.74721 1.30308 -1.50257
N 1.13892 0.90265 -0.32400
H -1.01341 1.07665 -2.57641
*
```

No. 5
A 11-piece molecular cluster, C56H66ClN11O2PS overall, computed with ωB97M-V with the def2-TZVPD basis set.

Results
LUMO level	-3.3	eV
HOMO energy	-10.393	eV
frontier orbital gap	0.260	hartree
energy	-112267.7186	eV
M	1023.71	g/mol

The geometry in ORCA input format:
```
! RIJCOSX wB97M-V def2-TZVPD def2/J DEFGRID3
* xyz 1 1
C 7.24193 -2.33486 -3.27034
C 5.87239 -2.18994 -4.02779
C 4.73403 -2.87023 -3.18242
N 3.81486 -1.83963 -2.52570
C 3.38778 -2.39015 -1.19864
C 4.46089 -2.24658 -0.08225
C 4.94414 -0.78778 0.17534
Cl 3.62679 -2.80478 1.44379
P 2.45460 -1.40061 -3.60642
O 3.12881 -0.37019 -4.74783
O 1.85805 -2.68001 -4.46468
S 1.01334 -0.45962 -2.74668
H 7.18109 -1.77138 -2.32015
H 8.07497 -1.99589 -3.90693
H 7.40105 -3.39390 -2.98649
H 5.65259 -1.14681 -4.31068
H 5.97929 -2.77562 -4.95667
H 4.18346 -3.55927 -3.84197
H 5.24266 -3.48607 -2.42160
H 4.40516 -1.00066 -2.44425
H 3.20481 -3.47590 -1.32979
H 2.44124 -1.97170 -0.81779
H 5.32100 -2.91475 -0.23475
H 4.44591 -0.32099 1.04038
H 4.87723 -0.11290 -0.70020
H 6.01776 -0.83856 0.44770
H 3.47702 0.36599 -4.22580
H 1.84551 -3.46288 -3.89657
N -1.40972 -3.49824 2.10292
C -2.67958 -3.17342 1.83890
C -3.08271 -2.48430 0.70562
C -2.11461 -2.10507 -0.20875
C -0.79042 -2.42969 0.04400
C -0.49417 -3.12367 1.20589
H -3.40235 -3.48779 2.58413
H -4.12736 -2.25132 0.54585
H -2.38770 -1.56386 -1.10681
H -0.00542 -2.14978 -0.64653
H 0.52771 -3.40228 1.44463
N 3.00604 0.64094 4.77925
C 3.13725 0.72573 6.10674
C 3.75475 -0.24188 6.88539
C 4.26353 -1.36619 6.25477
C 4.13458 -1.47665 4.87927
C 3.50414 -0.45232 4.19584
H 2.72242 1.62092 6.55568
H 3.83526 -0.11737 7.95672
H 4.75367 -2.14477 6.82645
H 4.51672 -2.33802 4.34768
H 3.38719 -0.49593 3.11927
N 1.71237 4.10783 -7.28701
C 1.96261 2.80324 -7.13906
C 1.60765 2.07337 -6.01536
C 0.96114 2.73589 -4.98149
C 0.69042 4.08821 -5.11054
C 1.08402 4.72314 -6.27848
H 2.47219 2.33227 -7.97267
H 1.82795 1.01993 -5.94925
H 0.66980 2.19870 -4.08663
H 0.18616 4.63884 -4.32572
H 0.89209 5.77967 -6.42974
N -6.81292 -1.92720 2.51188
C -6.83304 -0.80857 3.24259
C -6.55806 -0.76875 4.60058
C -6.24591 -1.95601 5.24383
C -6.22112 -3.13084 4.50797
C -6.51010 -3.06128 3.15501
H -7.08443 0.09502 2.69782
H -6.58722 0.16820 5.14104
H -6.02550 -1.96554 6.30428
H -5.98269 -4.07505 4.97274
H -6.49969 -3.95324 2.53689
N -3.00681 5.53856 -7.96924
C -4.30086 5.22008 -8.07894
C -4.80103 3.94225 -7.88349
C -3.90921 2.93298 -7.55859
C -2.56274 3.23784 -7.44090
C -2.16656 4.54835 -7.65363
H -4.95869 6.04220 -8.33764
H -5.85956 3.74306 -7.98369
H -4.25933 1.92020 -7.39922
H -1.83530 2.47628 -7.18932
H -1.12612 4.83424 -7.57045
N -4.00618 -1.07047 -10.42677
C -4.85905 -0.97744 -11.45172
C -5.18875 0.21521 -12.07591
C -4.60490 1.38276 -11.61076
C -3.71869 1.31148 -10.54785
C -3.45467 0.06835 -9.99718
H -5.29276 -1.91574 -11.77859
H -5.88458 0.22920 -12.90390
H -4.83721 2.33564 -12.07030
H -3.24292 2.19985 -10.15598
H -2.76499 -0.03709 -9.16608
N -3.91983 -3.80269 6.41553
C -4.08031 -4.08016 7.71255
C -3.08061 -3.94047 8.66134
C -1.83766 -3.49241 8.24434
C -1.64550 -3.20023 6.90263
C -2.71289 -3.36917 6.03539
H -5.06861 -4.42892 7.99224
H -3.27117 -4.17620 9.69986
H -1.02943 -3.37104 8.95540
H -0.68998 -2.84803 6.53762
H -2.61105 -3.14925 4.97792
N 8.34021 -2.21725 2.91092
C 9.64392 -2.13857 3.19766
C 10.16169 -1.37163 4.22878
C 9.28094 -0.63872 5.00850
C 7.92473 -0.70267 4.72984
C 7.51020 -1.50289 3.67859
H 10.29432 -2.72604 2.55962
H 11.22653 -1.34846 4.41613
H 9.64653 -0.02598 5.82306
H 7.20522 -0.14526 5.31529
H 6.45994 -1.58814 3.42530
N -0.90034 6.88867 -2.88744
C -1.91710 6.83903 -2.02074
C -1.88504 7.41176 -0.75970
C -0.73190 8.07281 -0.36835
C 0.33646 8.13641 -1.24857
C 0.20101 7.53320 -2.48820
H -2.79650 6.30970 -2.36999
H -2.74046 7.34204 -0.10156
H -0.66673 8.53312 0.60979
H 1.25337 8.64329 -0.97968
H 1.00873 7.56028 -3.21169
N -6.20983 -1.15258 8.88611
C -4.90710 -1.08851 9.17924
C -4.38472 -0.32676 10.21169
C -5.26113 0.41680 10.98616
C -6.61652 0.36783 10.70032
C -7.03650 -0.42870 9.64733
H -4.26400 -1.68247 8.54443
H -3.32004 -0.31581 10.40409
H -4.89298 1.02647 11.80220
H -7.33142 0.93421 11.28156
H -8.08682 -0.50160 9.38820
*
```

No. 6
An isolated ion of composition C3H8N and charge +1, computed with ωB97M-V with the def2-TZVPD basis set.

Results
LUMO level	-3.5	eV
HOMO energy	-17.055	eV
frontier orbital gap	0.496	hartree
energy	-4721.7838	eV
M	58.10	g/mol
relative energy (zero: lowest compared OMol25 entry of this formula, charge and spin)	158.6	kJ/mol

The geometry in ORCA input format:
```
! RIJCOSX wB97M-V def2-TZVPD def2/J DEFGRID3
* xyz 1 1
C 0.41339 -0.67140 1.25402
C -0.41833 0.08071 0.28428
C -0.12983 1.11378 -0.66199
N -0.25238 -0.24759 -1.17297
H 0.06013 -1.69259 1.64997
H 0.60580 0.08075 2.06387
H 1.38418 -0.83850 0.90343
H -1.50238 -0.13741 0.62147
H -0.80120 1.78792 -1.13315
H 1.04376 1.72657 -0.72597
H -1.06447 -0.58488 -1.75344
H 0.66134 -0.61737 -1.32954
*
```